Density functional theory data (wB97M-V/def2-TZVPD) for a structure of composition C28H54BCl2N8NaOPSb in a non-equilibrium geometry.

Maximum force ... 3.567 eV Å⁻¹
E_LUMO ... 0.20 eV
Relative energy (zero: lowest compared OMol25 entry of this formula, charge and spin) ... 20.96 kcal per mole
Multiplicity ... 1
Orbital gap ... 7.95 eV

Geometry as XYZ:
```
97
Properties=species:S:1:pos:R:3:forces:R:3
Na -0.383 -1.016 -0.280 0.176 -0.219 -0.225
C -0.103 -5.634 -1.497 -2.229 0.207 -1.338
C -0.937 -4.487 -1.439 1.158 0.203 0.633
N -0.451 -3.637 -0.510 -0.501 -0.367 -1.193
N 0.640 -4.236 -0.023 -0.046 0.311 1.798
C 0.807 -5.464 -0.535 1.343 0.639 0.428
B 1.509 -3.611 1.107 0.083 0.682 -0.135
N 0.635 -2.924 2.239 1.476 -1.442 -2.312
C 0.486 -3.466 3.456 1.517 -0.207 -0.410
C -0.341 -2.624 4.142 -0.557 -0.632 1.182
C -0.730 -1.665 3.211 -0.906 0.977 -0.640
N -0.112 -1.844 2.021 -0.670 -0.068 1.727
N 2.529 -2.616 0.422 -0.824 -0.482 0.065
C 3.856 -2.766 0.306 -0.065 0.333 -0.328
C 4.307 -1.841 -0.632 2.592 -0.772 0.697
C 3.187 -1.210 -1.070 -2.371 0.541 0.534
N 2.076 -1.665 -0.419 1.006 0.460 -0.652
H -0.173 -6.432 -2.193 -0.163 -0.584 -0.238
H -1.788 -4.222 -2.045 -0.052 -0.059 0.103
H 1.622 -6.091 -0.250 0.332 -0.111 0.218
H 2.114 -4.489 1.640 0.236 -0.142 0.038
H 1.094 -4.365 3.711 -0.826 1.025 -0.084
H -0.617 -2.836 5.169 -0.290 0.562 -0.202
H -1.556 -0.936 3.276 0.859 -0.174 0.145
H 4.370 -3.551 0.817 0.171 -0.089 0.328
H 5.382 -1.630 -0.853 -1.310 -0.318 -0.039
H 3.093 -0.416 -1.787 -0.054 0.124 -0.087
Cl 2.858 -1.164 -4.563 -0.173 0.174 -0.213
C 1.115 -1.015 -4.304 -0.562 0.676 -0.741
Cl 0.401 -2.523 -3.812 -0.191 -0.559 0.113
H 0.580 -0.637 -5.195 0.699 -0.500 0.098
H 0.894 -0.281 -3.555 0.236 0.206 0.701
C -2.557 -4.055 2.164 0.555 -0.281 1.407
N -3.434 -2.885 2.139 0.161 -1.309 0.557
C -4.242 -2.629 3.304 -0.210 -0.680 1.075
C -3.296 -2.035 1.174 -0.256 1.476 -0.894
N -3.234 -1.228 0.335 0.286 -0.494 0.590
H -3.094 -4.972 1.898 0.073 0.204 -0.318
H -2.181 -4.214 3.231 -0.423 0.404 -1.451
H -1.709 -3.825 1.511 -0.181 -0.531 0.101
H -4.955 -3.487 3.495 1.118 0.637 0.011
H -4.897 -1.807 3.122 -0.234 0.828 -0.121
H -3.573 -2.401 4.191 -0.898 -0.444 -0.845
C -1.681 2.057 1.169 0.256 1.077 1.287
C -0.830 3.200 0.561 -0.226 -1.032 0.024
C -0.920 4.408 1.493 -0.326 -0.285 -0.747
C -1.562 3.445 -0.751 1.029 0.686 -0.496
Sb 1.123 2.150 0.192 -0.223 0.225 0.268
C 2.031 3.541 -1.262 -0.191 0.391 0.649
C 3.526 3.346 -1.314 0.780 -0.160 -0.530
C 1.662 5.016 -0.881 3.428 -0.473 -0.863
C 1.508 3.149 -2.621 -0.731 -1.497 -0.213
C 2.331 2.417 2.068 -0.327 0.425 0.652
C 2.806 3.854 2.343 0.243 0.274 -1.518
C 1.482 2.080 3.346 0.096 -0.599 -1.447
C 3.522 1.464 1.948 -0.679 0.658 0.838
H -2.547 2.506 1.674 -0.275 -0.078 -0.397
H -1.201 1.532 1.976 0.552 -0.433 0.404
H -2.001 1.346 0.445 -0.283 -0.577 -0.627
H -1.998 4.570 1.606 0.045 0.397 0.126
H -0.453 5.331 1.124 -0.003 -0.359 0.119
H -0.546 4.129 2.459 0.311 0.204 0.566
H -2.599 3.693 -0.545 -0.410 -0.195 0.046
H -1.472 2.571 -1.410 -0.225 0.188 0.073
H -1.156 4.315 -1.270 -0.019 -0.036 -0.205
H 4.026 3.546 -0.375 0.135 -0.269 0.304
H 4.004 4.030 -2.029 -0.301 0.262 -0.060
H 3.796 2.358 -1.734 -0.126 0.167 0.662
H 2.077 5.166 0.124 -0.594 0.318 -0.141
H 0.633 5.151 -0.957 -1.644 0.532 0.146
H 2.220 5.781 -1.550 -0.911 -1.205 0.715
H 1.818 2.095 -2.962 -0.326 1.506 0.590
H 1.916 3.876 -3.282 0.361 0.509 -1.118
H 0.414 3.206 -2.695 0.204 -0.055 -0.003
H 1.915 4.441 2.485 -0.348 0.629 -0.080
H 3.433 4.344 1.542 -0.621 -0.659 0.758
H 3.344 3.939 3.272 0.482 -0.264 0.479
H 0.616 2.744 3.388 0.123 -0.082 0.307
H 2.100 2.166 4.250 -0.105 0.109 -0.164
H 1.124 1.048 3.271 -0.077 0.027 0.193
H 4.223 1.849 1.245 0.796 0.275 -0.453
H 3.293 0.462 1.661 -0.497 -0.792 -0.273
H 3.944 1.416 2.950 0.539 -0.025 0.070
C -3.310 -1.852 -2.799 2.003 0.845 0.951
P -2.716 -0.147 -2.992 -1.531 -0.348 -0.804
C -3.954 0.855 -2.082 -0.072 -0.100 -0.410
C -2.838 0.283 -4.736 0.108 0.011 -1.063
O -1.308 0.065 -2.553 0.301 -0.042 0.790
H -4.252 -2.094 -3.203 -1.111 -0.071 -0.497
H -3.316 -1.831 -1.707 -0.377 -0.719 0.043
H -2.525 -2.546 -3.113 -0.177 0.166 -0.157
H -5.032 0.709 -2.394 1.358 0.425 -0.073
H -3.565 1.889 -2.089 -0.674 -0.262 -0.226
H -3.907 0.520 -1.056 0.119 -0.148 0.342
H -3.846 0.348 -5.221 0.797 -0.452 0.620
H -2.135 -0.384 -5.309 -0.864 0.436 0.485
H -2.411 1.279 -4.817 0.118 0.269 -0.022
```
Positions in Å, forces in eV/Å.

Density functional theory data (wB97M-V/def2-TZVPD) for a structure of composition C28H54Br4CaCl2FN5O10P3S in a non-equilibrium geometry.

Maximum force ... 8.173 eV Å⁻¹
E_LUMO ... -2.39 eV
Charge ... -1
Multiplicity ... 1
Orbital gap ... 0.93 eV

Geometry as XYZ:
```
109
Properties=species:S:1:pos:R:3:forces:R:3
C 0.572 -2.087 1.807 0.531 0.853 -0.563
C 0.358 -2.357 0.158 -2.324 1.088 2.276
Br 0.337 -4.332 -0.046 0.161 0.877 -0.194
C 1.177 -1.405 -0.809 -0.814 1.972 -0.408
C 2.550 -1.714 -1.576 0.982 0.703 -0.874
P 2.181 -3.186 -2.806 -3.327 -2.574 0.146
O 0.573 -3.070 -3.458 3.365 1.436 1.126
O 3.409 -3.336 -4.025 -1.496 0.436 -1.137
C 2.933 -0.278 -2.348 -3.173 0.603 0.601
C 2.772 -0.214 -3.951 0.645 0.149 -1.699
C 1.901 1.086 -4.557 0.385 -0.942 -0.768
C 0.365 1.172 -3.992 -3.711 -2.494 0.770
O -0.478 0.155 -3.800 5.639 5.099 -1.032
N -0.182 2.574 -3.715 -1.969 -3.397 5.342
C -0.614 2.744 -2.277 -1.340 -0.383 2.019
C 0.452 3.335 -1.152 -3.901 -0.929 1.602
C -0.064 3.566 0.415 -3.054 -1.855 -3.783
C -1.633 3.206 0.756 1.417 -0.481 -2.883
C -2.686 2.594 -0.376 3.526 0.975 -1.986
C -2.196 2.351 -1.934 2.736 2.057 4.156
N 4.220 0.379 -1.786 0.202 -0.427 -0.880
Br 3.915 1.029 0.001 -0.403 -0.368 1.109
P 4.517 2.019 -2.526 0.414 3.110 -1.264
S 5.514 2.060 -4.157 -0.154 -0.381 -0.075
C 5.443 -0.484 -1.895 1.287 -1.474 -0.316
P 6.985 0.103 -0.914 7.430 -3.344 -0.635
O 8.178 -0.856 -1.433 -4.855 3.502 1.481
O 6.889 -0.277 0.821 -0.080 2.737 -2.928
O 7.528 1.715 -1.245 -1.254 -2.002 0.748
C 5.247 -2.036 -1.421 -0.168 -1.291 0.161
C 3.784 -2.393 -0.744 0.761 0.341 0.386
N 3.798 -2.239 0.742 -0.435 -0.003 -0.630
Br 3.832 -4.444 -0.927 0.856 0.391 0.807
H -0.452 -2.197 2.389 2.291 0.031 -1.316
H 0.941 -0.960 1.922 -0.922 -2.242 -0.127
H 1.409 -2.764 2.264 -1.797 1.119 -0.862
H -0.800 -2.053 0.030 2.850 -0.684 -0.049
H 0.421 -1.026 -1.659 1.689 -0.979 1.723
H 1.370 -0.406 -0.175 -0.408 -2.189 -1.228
H 0.458 -2.292 -4.079 -0.320 -0.747 1.023
H 3.077 -4.060 -4.658 0.815 1.103 1.698
H 2.137 0.537 -1.970 1.417 -1.957 -0.649
H 2.216 -1.080 -4.503 1.095 1.075 1.899
H 3.874 -0.252 -4.413 -2.519 0.347 0.717
H 1.777 0.836 -5.721 0.233 0.581 2.587
H 2.498 2.089 -4.551 -1.646 -1.796 0.206
H -0.946 2.816 -4.390 0.991 -0.500 1.157
H 1.570 3.625 -1.372 -2.578 -0.649 0.061
H 0.710 3.982 1.192 -1.944 -0.914 -1.542
H -2.024 3.378 1.850 0.926 -0.448 -2.460
H -3.817 2.358 -0.121 2.753 0.550 -0.293
H -2.894 1.936 -2.792 1.669 0.946 2.055
H 5.237 2.895 -1.586 -0.870 -1.409 -0.310
H 3.180 2.627 -2.572 0.904 -1.056 0.327
H 5.806 -0.556 -3.032 -0.790 0.748 2.540
H 7.286 0.469 1.359 -0.598 -1.012 -0.906
H 8.341 1.747 -1.830 -1.292 -0.818 0.903
H 5.387 -2.752 -2.360 -0.342 1.892 1.879
H 6.074 -2.384 -0.640 -1.836 1.015 -1.677
H 3.168 -1.519 1.130 0.319 -0.744 -0.600
H 3.674 -3.139 1.258 0.070 1.198 -0.895
C -1.318 -1.415 5.676 1.513 -0.538 -1.541
C -1.567 -0.337 4.642 -0.543 0.168 0.904
O -2.924 -0.370 4.224 -0.547 0.173 -0.291
H -1.551 -2.403 5.266 0.132 0.134 0.148
H -0.275 -1.406 6.005 -0.214 -0.176 -0.039
H -1.964 -1.272 6.548 -0.391 0.011 0.581
H -0.935 -0.496 3.763 -0.165 -0.010 -0.022
H -1.349 0.655 5.048 0.183 0.045 -0.026
H -3.477 -0.219 5.010 0.382 -0.077 -0.268
F -0.444 -3.030 7.402 0.021 -0.112 0.107
C -0.582 -7.982 -0.247 0.145 -0.359 0.660
O 0.596 -7.675 -0.119 -0.869 -0.397 0.103
N -1.294 -8.796 0.608 0.493 0.800 -1.030
C -2.689 -9.111 0.385 0.201 -0.005 0.169
C -0.627 -9.354 1.766 0.306 0.173 -0.026
H -1.185 -7.612 -1.093 -0.092 -0.046 0.065
H -3.271 -8.766 1.245 -0.154 -0.096 -0.151
H -2.795 -10.195 0.281 -0.218 0.065 -0.018
H -3.064 -8.625 -0.520 0.140 -0.035 0.143
H -0.253 -8.537 2.390 0.038 -0.222 0.051
H 0.221 -9.958 1.431 -0.028 0.031 0.213
H -1.315 -9.975 2.346 0.055 0.156 -0.183
Cl 0.239 -2.225 -5.869 -0.131 0.509 -2.500
Ca 1.762 -3.845 -6.989 -0.296 0.237 0.021
C -3.468 7.369 0.969 0.046 0.171 -0.178
C -3.562 6.216 1.880 0.037 -1.042 0.865
N -3.636 5.305 2.601 -0.027 1.725 -1.265
H -3.963 8.253 1.383 0.007 -0.311 0.115
H -2.427 7.644 0.770 -0.115 -0.277 0.185
H -3.938 7.159 0.002 -0.015 -0.193 0.256
Br -2.595 -0.218 8.141 -0.361 0.441 0.395
C -1.625 4.592 5.600 -0.213 -0.136 -0.203
O -1.849 3.893 4.390 -0.149 -0.076 -0.140
H -0.638 4.329 5.986 -0.151 -0.023 -0.092
H -1.666 5.668 5.413 0.051 0.155 0.222
H -2.387 4.310 6.332 0.136 0.127 0.215
H -2.732 4.146 4.072 0.442 -0.116 0.000
C -6.856 5.203 0.999 0.338 0.389 -0.089
C -7.508 5.821 -0.209 0.685 1.179 -0.632
O -7.009 6.790 -0.778 -0.591 -1.140 0.681
C -8.794 5.207 -0.694 -0.091 0.323 -0.417
H -5.936 5.749 1.234 -0.331 -0.217 -0.061
H -7.529 5.265 1.857 0.015 -0.230 -0.049
H -6.600 4.161 0.790 -0.141 0.001 0.174
H -9.554 5.269 0.090 0.070 -0.226 -0.007
H -8.625 4.165 -0.977 -0.115 0.000 0.203
H -9.150 5.756 -1.572 0.102 -0.108 0.194
Cl 0.854 3.665 -5.281 2.373 2.710 -3.980
```
Positions in Å, forces in eV/Å.

Number 1: HOMO energy -7.7551 eV. Number 2: HOMO energy -3.3201 eV.